No. 1
# C24H30N4O2

The molecule C24H30N4O2 (ωB97M-V/def2-TZVPD, OMol25).

The geometry in XYZ format:
```
60
Properties=species:S:1:pos:R:3:forces:R:3:lowdin_charge:R:1
C -3.7029 -0.5078 -2.7958 0.1 0.0 -0.4 -0.0222
N -3.8023 -0.5535 -1.3674 0.0 0.2 0.4 -0.2054
C -3.6175 0.4604 -0.4984 -0.2 -0.1 0.4 -0.0345
C -3.7528 -0.0616 0.7719 -0.2 0.0 -0.1 -0.2149
C -3.5972 0.6409 2.0867 -0.1 0.2 -0.1 -0.1782
N -2.3773 1.4131 2.2540 0.0 0.3 0.1 -0.0529
C -1.1452 0.6413 2.2594 0.1 0.2 -0.1 -0.1683
C -0.7851 -0.0029 0.9396 0.2 0.2 0.0 -0.1722
C -0.8299 -1.3759 0.7704 0.2 0.2 -0.1 -0.0444
C -0.5673 -1.9575 -0.4568 0.0 -0.1 -0.1 -0.0819
C -0.2608 -1.1513 -1.5340 -0.1 -0.1 0.0 -0.0940
C -0.1952 0.2237 -1.3858 -0.1 0.4 -0.1 -0.0398
C -0.4393 0.8082 -0.1522 -0.2 -0.6 0.2 -0.2353
O -0.4629 2.1571 0.0946 -0.1 -0.3 0.2 -0.0467
C 0.1919 3.0801 -0.7362 0.3 0.5 0.0 -0.1235
C 1.6344 3.3930 -0.2796 -0.1 -0.5 0.0 -0.3358
O 1.9895 4.6994 -0.6761 0.0 0.3 -0.2 -0.0209
C 2.6752 2.3867 -0.7966 0.0 0.3 0.3 -0.1423
N 2.5308 1.0713 -0.2105 0.1 0.1 -0.1 -0.1559
C 3.1155 0.9657 1.1131 -0.1 -0.1 0.2 -0.1641
C 2.5854 -0.2870 1.8020 0.1 0.2 0.0 -0.1016
C 2.6486 -1.4874 0.9038 0.0 0.0 0.0 -0.1739
C 2.4568 -2.7616 1.4230 0.0 0.0 -0.1 -0.0410
C 2.4861 -3.8736 0.6040 0.0 -0.1 0.1 -0.0889
C 2.7109 -3.7208 -0.7540 0.0 0.0 -0.1 -0.0899
C 2.8973 -2.4567 -1.2787 0.0 0.0 0.1 -0.0487
C 2.8636 -1.3350 -0.4603 0.1 -0.1 0.1 -0.1628
C 3.0758 0.0283 -1.0559 0.1 0.0 -0.1 -0.1427
C -4.0283 -1.4200 0.5471 0.0 0.5 -0.1 -0.1272
N -4.0549 -1.6967 -0.7424 -0.2 -0.8 -0.3 0.0757
H -4.3548 0.2671 -3.2031 0.0 -0.1 0.0 0.0882
H -2.6725 -0.3077 -3.0996 0.0 0.0 0.0 0.0740
H -4.0069 -1.4794 -3.1794 0.0 0.1 0.0 0.0894
H -3.4031 1.4553 -0.8348 0.1 0.2 -0.1 0.1318
H -3.6341 -0.1011 2.8905 -0.1 0.1 0.0 0.1183
H -4.4316 1.3377 2.2337 0.1 -0.2 0.1 0.1176
H -2.3106 2.1255 1.5345 0.0 0.0 0.1 0.0972
H -1.2381 -0.1278 3.0319 0.1 0.0 0.0 0.1226
H -0.3524 1.3394 2.5491 0.0 -0.2 0.1 0.1175
H -1.0824 -1.9999 1.6153 -0.1 -0.1 0.1 0.1207
H -0.6096 -3.0289 -0.5710 0.0 -0.1 0.0 0.1088
H -0.0682 -1.5911 -2.5019 0.0 0.0 -0.1 0.1096
H 0.0471 0.8292 -2.2466 0.1 0.1 -0.1 0.1055
H -0.3820 4.0098 -0.6384 0.1 -0.1 -0.1 0.1386
H 0.1824 2.7785 -1.7892 0.0 0.0 0.0 0.1198
H 1.6384 3.4168 0.8138 0.0 -0.1 -0.1 0.1477
H 2.0543 4.7282 -1.6380 0.0 0.0 0.0 0.0975
H 3.6773 2.8157 -0.6105 -0.1 0.0 -0.1 0.1349
H 2.5523 2.2980 -1.8824 0.0 0.0 0.0 0.1279
H 2.8457 1.8460 1.6985 0.1 0.0 0.0 0.1189
H 4.2194 0.9243 1.0520 0.0 0.1 0.0 0.1317
H 3.1499 -0.4720 2.7190 0.0 0.0 0.0 0.1235
H 1.5409 -0.1265 2.0772 0.0 0.0 0.1 0.1004
H 2.2823 -2.8758 2.4835 0.0 0.0 0.1 0.1144
H 2.3341 -4.8580 1.0216 0.0 -0.1 0.0 0.1002
H 2.7364 -4.5847 -1.4017 0.0 -0.1 -0.1 0.1001
H 3.0696 -2.3328 -2.3389 0.0 0.0 -0.1 0.1140
H 2.5832 0.0715 -2.0312 0.0 0.0 0.0 0.1184
H 4.1636 0.1759 -1.2245 -0.1 0.1 0.0 0.1383
H -4.2109 -2.1895 1.2706 0.0 -0.2 0.2 0.1066
```
Forces are in eV/Å.

**SMILES string**: Cn1cc(CNCc2ccccc2OC[C@H](O)CN2CCc3ccccc3C2)cn1
**ΔE to the lowest compared entry with this formula, charge and spin**: 235.1 kJ/mol
**E**: -1302.0105 Ha
**Net charge**: 0



No. 2
# C12H23N2O

The ion C12H23N2O with charge +1 (ωB97M-V/def2-TZVPD, OMol25).

The geometry in XYZ format:
```
38
Properties=species:S:1:pos:R:3:forces:R:3:lowdin_charge:R:1
C -0.2371 2.5571 2.9707 -0.2 0.1 -0.3 -0.0847
N -0.2417 1.0702 2.9056 0.6 0.5 0.3 -0.2618
C -0.8707 0.5327 4.1276 -0.5 -0.5 -0.3 -0.0877
C -0.5645 0.4306 1.6545 -0.3 0.1 -1.3 -0.1566
C 0.5684 -0.1793 0.7149 2.2 -0.2 1.2 -0.1996
C 1.2830 -1.3808 1.4584 0.4 1.1 0.5 -0.1330
C 0.9287 -2.7252 0.8040 -0.1 0.4 -0.1 -0.1528
C 0.4253 -2.3456 -0.6065 0.0 -0.4 -0.1 -0.0870
C 0.2424 -0.8237 -0.6206 -0.3 -0.2 -0.9 -0.0711
N 0.0078 -0.2373 -1.7842 1.1 -0.3 1.4 0.0007
C 0.3183 1.1870 -1.9351 -0.3 1.8 -0.2 -0.0963
C -0.4356 1.8336 -3.1125 -0.2 -0.7 -0.6 -0.1498
O -0.1992 1.0888 -4.3297 -0.4 -0.3 0.7 -0.1396
C -0.6935 -0.2541 -4.2263 -0.2 0.3 0.6 -0.1521
C -0.0229 -1.0232 -3.0351 -0.4 -0.4 -1.2 -0.0896
H -0.1663 2.8506 4.0414 0.1 -0.2 -0.9 0.0813
H 0.6431 3.0114 2.4542 -0.7 -0.4 0.2 0.0868
H -1.1989 3.0223 2.5948 0.9 -0.5 0.1 0.0984
H -0.6343 1.2102 4.9568 0.0 -0.4 -0.2 0.0766
H -1.9956 0.4908 4.0461 0.9 -0.1 0.1 0.1027
H -0.4713 -0.4702 4.3860 -0.3 0.5 -0.2 0.0837
H -1.0394 -0.5506 1.8543 -1.3 1.2 0.0 0.1357
H -0.9505 1.2044 0.9189 -1.1 -1.0 1.1 0.1238
H 1.3244 0.6571 0.6608 -0.7 -0.8 -0.7 0.1602
H 1.0429 -1.3916 2.5323 0.0 0.2 -0.3 0.1115
H 2.3467 -1.0785 1.3924 -0.3 -1.0 0.1 0.1260
H 1.8095 -3.3540 0.7983 0.2 -0.1 -0.4 0.1119
H 0.1913 -3.3341 1.3407 -0.1 0.6 0.0 0.1188
H 1.2213 -2.6016 -1.3620 -0.9 0.3 0.4 0.1451
H -0.5090 -2.9063 -0.8878 0.8 0.6 0.1 0.1474
H -0.0167 1.7667 -1.0613 0.2 -0.5 0.0 0.1252
H 1.4131 1.3481 -2.0483 -0.6 -0.4 0.0 0.1592
H -1.5356 1.8307 -2.8754 0.8 0.1 -0.3 0.1417
H -0.0767 2.8789 -3.2940 -0.3 -1.0 0.2 0.1505
H -1.8126 -0.2533 -4.0371 1.1 0.1 -0.4 0.1421
H -0.4623 -0.7884 -5.1907 -0.3 0.6 1.1 0.1508
H 1.0041 -1.3462 -3.3176 -0.5 0.4 0.3 0.1521
H -0.6357 -1.9272 -2.8888 0.4 0.3 0.1 0.1295
```
Forces are in eV/Å.

**SMILES string**: CN(C)C[C@H]1CCCC1=[N+]1CCOCC1
**ΔE to the lowest compared entry with this formula, charge and spin**: 20.2 kJ/mol
**E**: -655.4737 Ha
**Net charge**: +1



No. 3
# C2H5N5

The molecule C2H5N5 (ωB97M-V/def2-TZVPD, OMol25).

The geometry in XYZ format:
```
12
Properties=species:S:1:pos:R:3:forces:R:3:lowdin_charge:R:1
N 2.1175 0.1823 0.0699 -1.1 0.5 2.2 -0.0724
N 1.2564 -1.0042 0.0330 -3.3 3.3 1.0 -0.0232
C 0.0148 -0.4087 0.0089 1.8 -2.7 -2.3 -0.3642
N -0.4524 0.8925 -0.1539 -2.9 -6.0 2.2 0.1252
C -1.8749 0.7089 0.1718 1.2 -1.6 -2.3 -0.0895
N -2.2685 -0.6003 0.0862 0.0 5.5 0.9 0.0359
N -1.1383 -1.2262 -0.1656 4.1 -0.5 0.8 -0.0206
H 2.7703 0.2942 0.8578 -0.6 -0.9 -0.4 0.0775
H 2.5996 0.1753 -0.7500 2.0 0.0 -2.6 0.0130
H 0.2628 1.5073 -0.3371 1.3 2.6 0.1 0.0856
H -2.3644 1.6380 0.0235 -1.5 0.0 0.5 0.0914
H -0.9228 -2.1591 0.1556 -0.9 -0.3 -0.1 0.1412
```
Forces are in eV/Å.

**SMILES string**: N/N=c1\[nH]cn[nH]1
**ΔE to the lowest compared entry with this formula, charge and spin**: 364.8 kJ/mol
**E**: -352.8758 Ha
**Net charge**: 0



Number 1: Kohn-Sham gap 8.443 eV, strongest force on any atom 0.017 hartree/bohr, HOMO energy -0.2915 hartree. Number 2: Kohn-Sham gap 7.317 eV, strongest force on any atom 0.049 hartree/bohr, HOMO energy -0.4219 hartree. Number 3: Kohn-Sham gap 9.075 eV, strongest force on any atom 0.136 hartree/bohr, HOMO energy -0.2976 hartree.